Record 1
# C10H16O

A 2-piece molecular cluster, C10H16O overall in a non-equilibrium geometry (the ωB97M-V functional and the def2-TZVPD basis, the OMol25 dataset).

Geometry as XYZ:
```
27
Properties=species:S:1:pos:R:3:forces:R:3
C -1.904 -0.854 0.213 0.7399 0.0390 0.4453
C -0.517 -1.277 0.781 -0.8539 0.3449 -0.4079
C 0.150 -0.241 1.632 0.6130 -0.4045 0.7867
C 1.434 0.202 1.334 0.3635 0.4774 -1.2377
C 2.095 1.218 2.012 -0.1193 -0.9254 0.9126
C 1.519 1.657 3.195 -0.2624 0.9937 -0.1953
O 2.075 2.637 3.969 0.3202 0.1571 -0.0822
C 0.281 1.190 3.589 -0.4480 -0.7033 -0.2507
C -0.369 0.213 2.839 -0.0220 0.3429 0.4170
H -2.442 -1.771 -0.001 -0.3394 0.0782 -0.2861
H -1.766 -0.261 -0.686 -0.1618 0.0343 -0.1582
H -2.472 -0.253 0.927 0.0115 -0.1507 0.0086
H -0.709 -2.214 1.313 0.5005 0.0496 0.1011
H 0.134 -1.440 -0.077 0.0334 -0.4800 0.0895
H 1.962 -0.207 0.474 -0.2816 -0.0295 -0.0231
H 3.109 1.503 1.755 -0.1134 0.0919 -0.1482
H 2.777 3.066 3.464 -0.0296 -0.0812 0.1846
H -0.217 1.575 4.464 0.2514 0.0719 0.2513
H -1.263 -0.210 3.289 -0.2005 0.0931 -0.4340
C -0.492 -1.280 -4.165 0.2338 -1.2420 0.0475
C -0.461 0.206 -4.446 -0.2517 -0.1924 -0.3026
H -1.399 -1.592 -3.649 -0.2088 0.1544 -0.0001
H -0.417 -1.927 -5.047 -0.2265 0.4401 -0.2491
H 0.320 -1.688 -3.557 0.1704 0.5736 0.2614
H -1.251 0.452 -5.158 -0.1235 0.0826 0.1243
H -0.634 0.774 -3.535 0.1364 0.1358 -0.0367
H 0.458 0.522 -4.930 0.2682 0.0486 0.1820
```
Forces are in eV/Å.

Results
SMILES: CCc1ccc(O)cc1.CC
M, g/mol: 152.24
Relative energy (zero: lowest compared OMol25 entry of this formula, charge and spin), kcal/mol: 23.4
HOMO, eV: -8.4
HOMO-LUMO gap, eV: 9.278
DFT total energy, eV: -12676.71076

---

Record 2
# C10H16O

A 2-piece molecular cluster, C10H16O overall in a non-equilibrium geometry (the ωB97M-V functional and the def2-TZVPD basis, the OMol25 dataset).

Geometry as XYZ:
```
27
Properties=species:S:1:pos:R:3:forces:R:3
C -1.647 -2.611 -0.145 1.1732 0.0210 0.1925
C -0.779 -1.924 0.883 -0.1589 -0.4901 1.3115
C -0.036 -2.722 1.777 -0.4761 0.5000 0.1707
C 1.043 -2.172 2.403 1.6727 0.9566 0.4007
C 1.443 -0.842 2.170 -0.3742 -1.0695 -0.7987
O 2.753 -0.567 2.470 -0.5673 -0.4040 0.6588
C 0.581 0.000 1.495 0.3383 0.0508 0.6359
C -0.585 -0.549 0.952 0.2361 -0.2078 -1.5953
H -1.278 -3.633 -0.279 -0.1577 0.0128 0.2479
H -1.328 -2.122 -1.068 -1.0968 0.0490 -0.2917
H -2.696 -2.668 0.110 -0.3395 0.3769 -0.4310
H -0.360 -3.722 2.049 0.2592 -0.1516 -0.5594
H 1.817 -2.689 2.958 -0.4986 -0.6392 0.2142
H 2.995 0.253 2.067 0.2578 0.8837 -0.2948
H 0.903 1.029 1.354 -0.4664 0.0458 -0.1189
H -1.220 0.061 0.305 0.1985 0.0288 0.2371
C -0.851 2.866 -0.853 -0.4699 1.7451 -0.6139
C -0.581 2.297 -2.237 1.7425 -1.9108 0.4745
C 0.840 1.621 -2.299 -1.0137 -0.2685 -0.3714
H 0.031 3.431 -0.531 -0.2279 0.1861 0.0339
H -1.098 2.207 -0.031 0.1178 -0.7440 -0.2919
H -1.720 3.549 -0.920 0.4748 -0.0149 0.2039
H -1.307 1.524 -2.482 -0.2485 0.0673 -0.1093
H -0.489 2.966 -3.096 -0.7765 0.5962 0.5183
H 1.137 0.994 -1.454 -0.4479 -0.0891 -0.0204
H 0.851 1.029 -3.227 0.3896 0.0580 0.3385
H 1.583 2.395 -2.368 0.4597 0.4113 -0.1418
```
Forces are in eV/Å.

Results
SMILES: Cc1ccc(O)cc1.CCC
M, g/mol: 152.24
Relative energy (zero: lowest compared OMol25 entry of this formula, charge and spin), kcal/mol: 39.6
HOMO, eV: -8.3
HOMO-LUMO gap, eV: 9.070
DFT total energy, eV: -12676.00899

---

Record 3
# C10H16O

A 2-piece molecular cluster, C10H16O overall (the ωB97M-V functional and the def2-TZVPD basis, the OMol25 dataset).

Geometry as XYZ:
```
27
Properties=species:S:1:pos:R:3:forces:R:3
C -2.765 1.041 1.218 0.2016 0.0665 -0.6109
C -1.906 0.277 2.208 -0.1021 -0.0619 0.2658
C -0.614 -0.275 1.639 -0.3029 -0.1990 0.8903
C 0.306 0.547 1.008 0.3325 -0.0886 0.4990
C 1.637 0.157 0.880 -0.2390 0.4039 0.1383
C 2.065 -1.045 1.412 0.0291 0.0428 -0.3561
O 3.408 -1.351 1.477 -0.0443 -0.4085 -0.3584
C 1.123 -1.939 1.896 -0.6398 -0.2510 -0.5239
C -0.208 -1.558 2.019 0.6804 0.4616 -0.5240
H -3.078 0.382 0.411 -0.1479 -0.0763 -0.0751
H -2.152 1.813 0.750 -0.0321 0.0312 -0.0300
H -3.645 1.557 1.598 0.0185 -0.2296 0.3928
H -1.616 0.926 3.022 0.2438 0.6112 0.1987
H -2.422 -0.497 2.782 -0.2830 -0.2609 -0.5760
H 0.057 1.581 0.811 -0.1234 -0.0153 -0.3478
H 2.342 0.854 0.449 0.1760 -0.0123 0.0415
H 3.809 -1.217 0.609 -0.0170 0.1062 0.2061
H 1.333 -2.989 1.998 0.5810 -0.1078 0.5719
H -0.899 -2.285 2.407 -0.3316 -0.0105 0.1570
C 1.148 0.424 -3.781 -0.4642 -0.7831 -0.0768
C -0.315 0.615 -3.392 -0.2700 0.6458 0.4535
H 1.366 -0.643 -3.682 0.1048 0.0336 0.0024
H 1.835 0.934 -3.111 0.0014 0.2709 -0.1078
H 1.337 0.646 -4.820 0.2263 0.4695 -0.2362
H -0.448 0.084 -2.448 -0.4909 -0.0202 -0.0957
H -1.052 0.315 -4.135 0.2785 -0.7315 -0.0807
H -0.647 1.646 -3.225 0.6143 0.1132 0.1822
```
Forces are in eV/Å.

Results
SMILES: CCc1ccc(O)cc1.CC
M, g/mol: 152.24
Relative energy (zero: lowest compared OMol25 entry of this formula, charge and spin), kcal/mol: 29.4
HOMO, eV: -8.6
HOMO-LUMO gap, eV: 9.382
DFT total energy, eV: -12676.45154

---

Record 4
# C10H16O

A 2-piece molecular cluster, C10H16O overall in a non-equilibrium geometry (the ωB97M-V functional and the def2-TZVPD basis, the OMol25 dataset).

Geometry as XYZ:
```
27
Properties=species:S:1:pos:R:3:forces:R:3
C 1.510 0.930 2.714 -0.5790 0.6976 0.5361
C 1.353 0.102 1.483 -0.2224 0.0119 -0.5831
C 2.261 0.187 0.444 0.4113 -0.6912 0.1647
C 2.128 -0.642 -0.657 0.4243 0.0677 -0.7177
C 0.986 -1.393 -0.843 -0.6757 0.3470 0.4152
O 0.624 -1.935 -2.044 0.4540 -0.3371 -0.2713
C 0.049 -1.513 0.198 0.7879 0.2185 -1.6778
C 0.255 -0.758 1.319 0.5953 0.2765 1.7890
H 0.606 0.956 3.330 -0.1310 -0.2463 -0.1947
H 1.670 1.985 2.463 0.3060 -0.1826 -0.0186
H 2.286 0.600 3.398 0.3793 -0.0806 -0.1658
H 3.157 0.792 0.492 -0.0489 0.1597 0.2339
H 2.935 -0.694 -1.389 -0.2748 0.2443 -0.1059
H 1.246 -1.674 -2.742 -0.1812 -0.0971 0.4259
H -0.804 -2.087 -0.114 -0.4450 -0.2260 0.7506
H -0.302 -0.827 2.250 -0.7156 -0.2546 -0.5087
C -2.505 2.196 0.257 0.9006 -0.5932 0.1501
C -3.002 1.571 -1.060 0.6875 0.0792 1.4784
C -2.246 0.306 -1.387 -0.0819 -1.2984 -0.4678
H -3.142 2.988 0.641 -0.0593 0.0401 -0.0149
H -2.347 1.431 1.029 -0.4885 0.0620 -0.0057
H -1.486 2.581 0.127 -0.2019 0.2425 -0.1364
H -2.745 2.295 -1.815 -0.6280 0.3022 -0.6231
H -4.068 1.394 -0.929 -0.1104 0.0476 -0.6009
H -2.458 -0.579 -0.770 -0.2197 0.5521 0.4340
H -1.158 0.415 -1.328 -0.1527 0.2591 -0.1896
H -2.519 -0.085 -2.377 0.2698 0.3991 -0.0959
```
Forces are in eV/Å.

Results
SMILES: Cc1ccc(O)cc1.CCC
M, g/mol: 152.24
Relative energy (zero: lowest compared OMol25 entry of this formula, charge and spin), kcal/mol: 27.2
HOMO, eV: -8.3
HOMO-LUMO gap, eV: 9.182
DFT total energy, eV: -12676.54532

---

Record 5
# C10H16O

A 2-piece molecular cluster, C10H16O overall in a non-equilibrium geometry (the ωB97M-V functional and the def2-TZVPD basis, the OMol25 dataset).

Geometry as XYZ:
```
27
Properties=species:S:1:pos:R:3:forces:R:3
C 1.280 2.006 2.486 -0.3875 0.3854 -0.1321
C 0.558 1.856 1.167 -0.2541 -1.9653 -1.3975
C -0.564 0.981 1.069 -0.8251 0.1511 1.3678
C -1.336 0.818 -0.064 1.6403 1.1903 -0.4969
C -0.810 1.390 -1.250 -2.2080 -1.0321 -0.0139
O -1.493 0.941 -2.353 -0.3359 -0.4158 -0.0646
C 0.247 2.250 -1.264 0.0867 -1.8715 -0.2199
C 0.916 2.403 -0.056 1.2172 2.5656 -0.0769
H 0.988 3.017 2.760 0.1771 0.0644 0.9216
H 2.373 1.944 2.562 -0.2229 0.0245 -0.7860
H 0.909 1.255 3.189 -0.2004 0.3810 0.0262
H -0.959 0.470 1.972 0.5486 0.4451 -0.3896
H -2.291 0.314 -0.092 0.2139 -0.2854 0.0459
H -1.473 1.471 -3.146 0.4682 0.5512 -0.0461
H 0.718 2.416 -2.234 -0.1121 0.7653 0.3535
H 1.671 3.204 -0.205 0.1685 -0.8909 0.9558
C 0.942 -2.230 0.449 1.9896 0.0635 -1.3776
C 0.229 -2.472 -0.856 -2.6710 -1.2566 -1.4257
C -1.352 -2.555 -0.832 0.9854 1.5558 1.1345
H 0.581 -2.849 1.268 0.0796 0.0728 -0.0434
H 1.138 -1.195 0.735 -0.9173 0.0982 0.0852
H 1.965 -2.504 0.128 -0.0058 -0.4185 0.9827
H 0.439 -1.845 -1.731 0.5568 0.5383 0.7237
H 0.424 -3.467 -1.311 0.8272 0.3009 0.8605
H -1.629 -3.477 -1.310 -0.6676 0.0061 -0.3639
H -1.756 -2.525 0.197 0.2481 -0.3166 -0.2969
H -1.714 -1.619 -1.280 -0.3998 -0.7066 -0.3264
```
Forces are in eV/Å.

Results
SMILES: Cc1ccc(O)cc1.CCC
M, g/mol: 152.24
Relative energy (zero: lowest compared OMol25 entry of this formula, charge and spin), kcal/mol: 49.2
HOMO, eV: -8.4
HOMO-LUMO gap, eV: 9.226
DFT total energy, eV: -12675.58995

---

Record 6
# C10H16O2

A 2-piece molecular cluster, C10H16O2 overall in a non-equilibrium geometry (the ωB97M-V functional and the def2-TZVPD basis, the OMol25 dataset).

Geometry as XYZ:
```
28
Properties=species:S:1:pos:R:3:forces:R:3
C 1.197 -0.772 2.215 0.9935 0.9827 -0.2384
C -0.132 -1.305 1.861 -0.6634 -0.1984 -1.3730
C -0.224 -2.373 0.972 -0.5785 -0.6997 -0.3437
C -1.414 -2.670 0.266 0.5614 0.0761 1.5303
C -2.534 -1.913 0.556 -0.4172 0.1109 -0.2670
O -3.745 -2.195 -0.033 0.1732 -0.2066 0.1932
C -2.471 -0.879 1.469 -0.2428 1.4940 1.0877
C -1.292 -0.539 2.091 1.8001 -0.4406 1.2292
H 1.497 -0.130 1.370 0.1605 -0.3340 0.0018
H 2.060 -1.445 2.394 -0.8534 0.0987 0.1253
H 1.073 -0.027 2.984 0.3003 -0.0240 0.8403
H 0.640 -3.044 0.883 -0.3019 0.3863 -0.2724
H -1.541 -3.593 -0.269 0.1516 -0.0400 -0.4804
H -4.404 -1.830 0.568 -0.1894 -0.0379 -0.3129
H -3.319 -0.250 1.782 -0.0461 -0.6154 -0.6003
H -1.146 0.229 2.902 -0.8045 -0.5000 -1.1770
C 0.267 1.148 -1.385 -1.4865 0.7940 0.1894
C 1.511 1.521 -2.182 0.8104 0.4699 -0.0385
C 1.719 3.073 -2.176 -2.4562 -0.3111 0.0624
O 2.504 0.859 -1.379 0.8042 0.4802 -0.7427
H 0.022 2.038 -0.751 0.1220 -0.9348 -0.2911
H 0.343 0.283 -0.714 0.5799 0.1436 -0.3764
H -0.637 0.951 -1.951 -0.1001 0.1190 -0.4890
H 1.645 1.265 -3.297 -0.7226 -0.4862 1.6803
H 0.963 3.542 -1.517 0.6546 -0.2572 0.2663
H 2.685 3.373 -1.846 0.8656 0.2756 -0.1407
H 1.373 3.507 -3.120 0.8434 -0.1188 -0.2458
H 3.361 1.176 -1.694 0.0416 -0.2265 0.1832
```
Forces are in eV/Å.

Results
SMILES: Cc1ccc(O)cc1.CC(C)O
M, g/mol: 168.24
Relative energy (zero: lowest compared OMol25 entry of this formula, charge and spin), kcal/mol: 29.3
HOMO, eV: -8.3
HOMO-LUMO gap, eV: 9.215
DFT total energy, eV: -14723.20585